The following is a DFT calculation (ωB97M-V/def2-TZVPD) of a molecular structure, C28H44B2F4N4P2PtS2.

Output
E_HOMO (spin up / spin down) (eV): -8.0 / -8.0
LUMO level (spin up / spin down) (eV): -2.695 / -2.798
Energy above the lowest of the compared OMol25 structures with the same formula, charge and spin (kJ/mol): 19.3

Structure (ORCA input):
```
! wB97M-V def2-TZVPD RIJCOSX def2/J DEFGRID3
* xyz 0 1
Pt 0.315 -0.005 0.910
C 3.469 -3.294 2.879
C 2.446 -2.148 2.832
C 1.596 -2.214 4.107
C 3.243 -0.845 2.844
P 1.350 -2.135 1.290
C 2.534 -2.399 -0.120
N 2.890 -1.064 -0.512
B 1.986 0.000 -0.286
N 2.448 1.115 -1.030
C 1.700 2.340 -1.019
P 0.904 2.310 0.658
C 2.202 3.059 1.794
C 3.558 2.385 1.542
C 2.404 4.550 1.507
C 1.822 2.891 3.270
C -0.583 3.456 0.456
C -1.107 3.999 1.793
C -0.250 4.633 -0.474
C -1.709 2.656 -0.209
C 3.611 0.740 -1.701
C 4.438 1.453 -2.544
C 5.552 0.801 -3.072
C 5.810 -0.530 -2.778
C 4.969 -1.260 -1.938
C 3.881 -0.612 -1.388
C 0.256 -3.652 1.252
C 1.054 -4.930 1.517
C -0.873 -3.587 2.294
C -0.349 -3.746 -0.158
H 4.193 -3.043 3.658
H 4.034 -3.419 1.957
H 3.033 -4.250 3.147
H 2.243 -2.008 4.964
H 1.166 -3.203 4.257
H 0.789 -1.479 4.114
H 3.814 -0.802 3.775
H 2.585 0.017 2.805
H 3.943 -0.787 2.008
H 1.997 -2.904 -0.927
H 3.391 -3.011 0.157
H 0.906 2.325 -1.767
H 2.321 3.224 -1.176
H 3.966 2.631 0.561
H 3.530 1.303 1.624
H 4.251 2.768 2.295
H 2.662 4.743 0.466
H 3.249 4.884 2.115
H 1.547 5.159 1.777
H 1.691 1.848 3.545
H 0.907 3.423 3.530
H 2.633 3.293 3.882
H -0.444 4.735 2.242
H -1.288 3.210 2.520
H -2.063 4.494 1.602
H 0.563 5.259 -0.120
H -1.142 5.261 -0.534
H -0.023 4.304 -1.488
H -2.180 1.980 0.501
H -1.385 2.077 -1.074
H -2.466 3.369 -0.546
H 4.221 2.482 -2.805
H 6.213 1.339 -3.739
H 6.670 -1.017 -3.218
H 5.162 -2.305 -1.730
H 1.358 -5.024 2.556
H 1.934 -5.023 0.876
H 0.396 -5.774 1.295
H -0.509 -3.503 3.315
H -1.444 -4.516 2.223
H -1.561 -2.771 2.109
H 0.363 -4.153 -0.877
H -0.713 -2.804 -0.565
H -1.197 -4.433 -0.113
S -1.881 -0.794 0.539
C -2.804 -0.348 1.884
C -4.173 -0.791 1.929
N -5.266 -1.146 1.958
C -2.291 0.426 2.902
S -0.615 0.676 3.042
C -3.144 1.001 3.907
N -3.803 1.483 4.717
F -0.265 0.326 -1.826
B -0.297 -0.812 -2.723
F 0.914 -1.505 -2.553
F -1.369 -1.622 -2.302
F -0.464 -0.362 -4.017
*
```

The following is a DFT calculation (ωB97M-V/def2-TZVPD) of 2 unconnected molecules or ions with the total composition C28H44BCl2F2IN3O7PS.

Output
E_HOMO (eV): -8.5
LUMO level (eV): -1.603
Energy above the lowest of the compared OMol25 structures with the same formula, charge and spin (kJ/mol): 326.6

Structure (ORCA input):
```
! wB97M-V def2-TZVPD RIJCOSX def2/J DEFGRID3
* xyz 0 1
C 0.829 -4.083 3.921
C -0.022 -2.993 3.120
C 0.953 -1.979 2.418
Cl 1.345 -0.903 3.890
N 0.536 -1.130 1.270
C 1.651 -0.590 0.361
Cl 2.243 0.957 1.220
C 2.964 -1.438 0.280
C 4.032 -1.295 1.454
C 5.261 -0.361 1.072
C 6.232 -0.983 0.025
O 6.920 -0.227 -0.595
O 6.353 -2.361 -0.165
C 1.211 -0.179 -1.111
C 1.648 -1.224 -2.252
C 1.776 1.215 -1.635
C 3.327 1.360 -1.828
C 3.771 1.336 -3.357
I 3.824 3.415 -1.180
O -0.197 -0.100 -1.434
C -1.157 -0.115 -0.376
C -2.606 -0.178 -1.028
C -3.807 0.720 -0.598
N -4.841 0.079 0.276
P -0.979 1.576 0.422
C -1.915 1.903 1.989
C -1.197 1.495 3.336
C -1.251 2.912 -0.840
C -0.365 4.208 -0.517
C -0.744 -1.439 0.487
S -2.275 -1.457 1.574
C -0.619 -2.721 -0.385
C -1.164 -2.917 -1.715
C -1.023 -4.106 -2.531
N -0.330 -5.190 -2.107
C 0.240 -5.037 -0.892
C 0.172 -3.913 0.007
H 0.158 -4.977 4.022
H 1.695 -4.450 3.296
H 1.212 -3.705 4.893
H -0.692 -3.588 2.463
H -0.678 -2.519 3.894
H 1.879 -2.587 2.313
H 0.238 -0.271 1.799
H 3.602 -1.290 -0.618
H 2.664 -2.527 0.278
H 3.624 -1.074 2.459
H 4.501 -2.321 1.537
H 4.940 0.666 0.772
H 5.827 -0.224 2.037
H 5.488 -2.650 -0.511
H 1.014 -1.093 -3.166
H 1.614 -2.284 -1.877
H 2.704 -1.084 -2.585
H 1.382 2.096 -1.083
H 1.328 1.305 -2.667
H 3.978 0.719 -1.196
H 3.167 2.144 -3.851
H 4.831 1.702 -3.406
H 3.633 0.340 -3.835
H -3.040 -1.218 -1.090
H -2.422 0.054 -2.122
H -3.656 1.737 -0.187
H -4.407 0.903 -1.537
H -4.979 -0.885 -0.024
H -4.594 0.154 1.259
H -2.931 1.437 1.995
H -2.095 3.015 2.044
H -1.431 2.270 4.112
H -1.654 0.534 3.687
H -0.092 1.437 3.196
H -0.893 2.536 -1.827
H -2.312 3.259 -0.954
H -1.037 5.067 -0.282
H 0.298 3.988 0.365
H 0.261 4.509 -1.395
H -2.608 -2.790 1.541
H -1.718 -2.101 -2.224
H -1.480 -4.169 -3.547
H 0.845 -5.915 -0.551
H 0.745 -3.976 0.947
B -6.481 4.344 -0.719
O -6.140 5.785 -0.750
C -4.995 5.918 -1.401
O -4.434 6.964 -1.603
C -4.518 4.569 -1.834
O -3.504 4.333 -2.447
O -5.381 3.651 -1.438
F -7.708 4.117 -1.375
F -6.550 3.886 0.616
*
```

The following is a DFT calculation (ωB97M-V/def2-TZVPD) of a molecular structure, C28H44BF4I2NO8P2.

Output
E_HOMO (eV): -9.3
LUMO level (eV): -1.905

Structure (ORCA input):
```
! wB97M-V def2-TZVPD RIJCOSX def2/J DEFGRID3
* xyz 0 1
C -2.774 -1.526 -3.740
C -1.939 -2.615 -3.107
O -0.755 -1.965 -2.543
P 0.320 -2.794 -1.738
O 1.552 -2.957 -2.521
C 0.671 -1.777 -0.286
C 1.251 -0.445 -0.775
C 0.324 0.796 -0.743
N 0.905 1.930 0.031
C 1.965 2.756 -0.571
C 3.320 2.510 0.122
C 4.343 1.780 -0.766
C 5.288 0.963 0.086
O 5.952 1.859 0.998
C 5.786 1.517 2.306
C 6.527 0.320 2.811
O 5.111 2.192 3.018
C 0.388 2.060 1.206
C 0.861 3.185 2.026
C 1.818 3.032 3.035
C 2.291 4.126 3.751
C 1.812 5.404 3.465
C 0.845 5.559 2.469
C 0.375 4.466 1.743
C -0.616 0.921 1.407
C -1.671 0.961 2.514
I -0.901 1.666 4.419
C -2.249 -0.448 2.747
C -1.307 -1.432 3.456
I -4.018 -0.262 3.960
C -1.085 0.786 -0.093
C -2.107 -0.270 -0.534
C -3.603 -0.020 -0.195
C -4.267 -1.351 0.066
O -3.924 -2.321 -0.518
O -5.260 -1.413 0.951
P -1.822 2.409 -0.661
O -2.414 3.182 0.457
O -0.329 -4.118 -1.177
C 0.320 -5.373 -1.506
C -0.169 -5.964 -2.808
H -3.352 -1.052 -2.951
H -3.503 -1.933 -4.433
H -2.138 -0.788 -4.220
H -2.532 -3.115 -2.352
H -1.616 -3.310 -3.874
H -0.161 -1.692 0.401
H 1.439 -2.335 0.243
H 2.139 -0.208 -0.192
H 1.594 -0.573 -1.795
H 0.263 1.174 -1.764
H 2.033 2.449 -1.606
H 1.678 3.792 -0.463
H 3.162 1.908 1.010
H 3.745 3.446 0.459
H 4.971 2.523 -1.251
H 3.887 1.155 -1.529
H 4.750 0.206 0.658
H 6.025 0.462 -0.535
H 7.572 0.589 2.930
H 6.418 -0.546 2.168
H 6.137 0.092 3.794
H 2.202 2.046 3.249
H 3.042 3.953 4.502
H 2.188 6.254 4.009
H 0.466 6.550 2.277
H -0.366 4.642 0.977
H 0.055 0.105 1.692
H -2.473 1.656 2.312
H -2.496 -0.915 1.802
H -1.471 -2.444 3.096
H -1.472 -1.450 4.524
H -0.258 -1.188 3.295
H -2.066 -0.305 -1.616
H -1.887 -1.265 -0.179
H -3.774 0.710 0.594
H -4.088 0.373 -1.084
H -5.309 -0.574 1.427
H -2.785 2.113 -1.638
H -0.816 3.127 -1.344
H 1.399 -5.293 -1.475
H 0.038 -6.053 -0.709
H 0.424 -5.642 -3.655
H -0.124 -7.044 -2.711
H -1.216 -5.729 -2.962
B -6.519 -2.643 -4.772
F -5.601 -3.622 -4.318
F -7.744 -2.791 -4.108
F -5.974 -1.370 -4.489
F -6.698 -2.775 -6.157
*
```

The following is a DFT calculation (ωB97M-V/def2-TZVPD) of a molecular structure, C28H44BrN3P2Pd.

Output
E_HOMO (eV): -6.0
LUMO level (eV): -0.121
Energy above the lowest of the compared OMol25 structures with the same formula, charge and spin (kJ/mol): 171.3

Structure (ORCA input):
```
! wB97M-V def2-TZVPD RIJCOSX def2/J DEFGRID3
* xyz 0 1
N -6.779 4.995 -4.735
C -6.614 5.502 -3.513
C -5.689 4.978 -2.603
C -4.916 3.840 -2.960
C -5.096 3.355 -4.278
C -6.047 3.955 -5.116
C -3.941 3.200 -2.045
Pd -0.637 -0.060 1.026
P 4.880 -0.792 0.829
C -3.087 2.192 -2.421
C -1.866 1.796 -1.753
C -0.782 1.342 -2.527
C 0.500 1.237 -1.966
C 0.701 1.586 -0.639
C -0.429 1.943 0.220
C -1.735 2.016 -0.374
Br 2.355 2.354 -0.162
H -3.915 3.620 -1.029
H -3.287 1.735 -3.394
H -5.561 5.447 -1.630
H -4.525 2.529 -4.685
H -7.229 6.361 -3.237
H -6.202 3.571 -6.124
H -0.888 1.218 -3.596
H -2.568 2.413 0.217
H 1.346 1.033 -2.588
H -0.203 2.589 1.059
P -0.377 -2.231 0.514
C 5.157 0.997 1.000
C 6.368 1.592 0.278
H 5.231 1.194 2.081
H 4.250 1.507 0.630
H 6.326 2.690 0.342
H 7.304 1.265 0.746
H 6.388 1.321 -0.785
C 4.096 -1.113 -0.794
C 4.972 -2.054 -1.618
H 3.881 -0.171 -1.311
H 3.140 -1.604 -0.593
H 4.604 -2.122 -2.646
H 6.012 -1.710 -1.645
H 4.964 -3.064 -1.188
C 3.530 -1.109 2.031
C 4.155 -1.804 3.240
H 2.782 -1.742 1.543
H 3.058 -0.156 2.287
H 3.461 -2.534 3.668
H 5.074 -2.344 2.965
H 4.414 -1.080 4.022
C -0.096 -3.642 1.637
C -1.280 -4.601 1.793
H 0.220 -3.243 2.617
H 0.775 -4.197 1.239
H -2.120 -4.138 2.324
H -1.632 -4.959 0.817
H -0.968 -5.480 2.373
C 0.806 -2.468 -0.825
C 0.284 -2.353 -2.258
H 1.326 -3.431 -0.669
H 1.517 -1.647 -0.637
H -0.635 -2.934 -2.407
H 0.095 -1.301 -2.518
H 1.050 -2.736 -2.947
C -2.043 -2.242 -0.256
C -3.038 -1.768 0.793
H -2.258 -3.224 -0.689
H -1.971 -1.497 -1.062
H -3.958 -1.445 0.297
H -3.277 -2.533 1.537
H -2.654 -0.877 1.340
N -0.657 0.855 5.155
C -1.169 -0.433 5.262
C -0.940 -1.028 4.051
N -0.432 -0.067 3.172
C -0.202 1.037 3.877
H -0.681 1.587 5.875
H -1.716 -0.828 6.111
H -1.124 -2.045 3.736
H 0.206 1.957 3.515
*
```

The following is a DFT calculation (ωB97M-V/def2-TZVPD) of a molecular structure, C28H44BrN3P2SSr.

Output
E_HOMO (eV): -12.4
LUMO level (eV): -6.295

Structure (ORCA input):
```
! wB97M-V def2-TZVPD RIJCOSX def2/J DEFGRID3
* xyz 2 1
C -2.131 5.682 -4.194
C -2.095 4.438 -4.860
C -2.686 4.372 -6.146
C -3.135 5.562 -6.742
N -3.052 6.745 -6.127
C -2.572 6.819 -4.885
C -1.490 3.294 -4.217
C -0.707 2.428 -3.760
C 0.400 1.625 -3.334
C 1.140 1.932 -2.161
C 1.979 1.003 -1.599
C 2.008 -0.362 -2.117
C 1.725 -0.386 -3.552
C 0.883 0.537 -4.102
Sr -2.828 1.969 -2.694
P 3.434 -1.397 -1.483
H -2.748 3.444 -6.723
H -1.728 5.794 -3.180
H -3.542 5.547 -7.758
H -2.503 7.810 -4.416
H 0.530 0.419 -5.132
H 0.967 2.917 -1.722
H 2.063 -1.245 -4.143
H 2.585 1.243 -0.728
C 3.024 -2.367 0.034
C 2.858 -3.853 -0.213
H 2.069 -1.923 0.389
H 3.781 -2.172 0.810
H 2.150 -4.271 0.512
H 2.479 -4.057 -1.221
H 3.811 -4.392 -0.092
C 4.005 -2.457 -2.836
C 4.955 -1.830 -3.855
H 3.101 -2.840 -3.328
H 4.483 -3.322 -2.353
H 5.281 -2.608 -4.554
H 4.470 -1.058 -4.459
H 5.851 -1.404 -3.391
C 4.859 -0.402 -0.953
C 5.989 -1.274 -0.401
H 4.484 0.306 -0.198
H 5.188 0.188 -1.821
H 6.761 -0.633 0.035
H 5.643 -1.945 0.393
H 6.460 -1.880 -1.184
Br 0.352 -1.622 -1.282
P -3.123 -1.499 -3.848
C -1.417 -2.148 -4.058
C -1.276 -3.663 -3.922
H -0.833 -1.682 -3.240
H -0.989 -1.803 -5.011
H -0.218 -3.940 -4.005
H -1.639 -4.029 -2.954
H -1.815 -4.179 -4.726
C -3.287 -1.481 -2.018
C -4.656 -2.065 -1.627
H -3.128 -0.492 -1.546
H -2.485 -2.109 -1.598
H -4.773 -2.100 -0.539
H -5.486 -1.468 -2.026
H -4.789 -3.092 -1.994
C -2.942 0.127 -4.684
C -3.000 0.031 -6.213
H -1.969 0.592 -4.395
H -3.844 0.717 -4.385
H -3.142 1.043 -6.620
H -2.074 -0.385 -6.631
H -3.861 -0.582 -6.516
S -2.014 2.875 -0.100
C -1.125 2.031 1.104
N 0.223 1.981 1.256
C 0.645 1.118 2.357
C -0.680 0.746 3.025
N -1.655 1.308 2.112
H 0.869 2.364 0.573
H 1.311 1.664 3.036
H 1.164 0.216 1.995
H -0.745 1.183 4.027
H -0.822 -0.333 3.102
H -2.664 1.247 2.244
*
```

Please write out number 5 again, unchanged.
The following is a DFT calculation (ωB97M-V/def2-TZVPD) of a molecular structure, C28H44BrN3P2SSr.

Output
E_HOMO (eV): -12.4
LUMO level (eV): -6.295

Structure (ORCA input):
```
! wB97M-V def2-TZVPD RIJCOSX def2/J DEFGRID3
* xyz 2 1
C -2.131 5.682 -4.194
C -2.095 4.438 -4.860
C -2.686 4.372 -6.146
C -3.135 5.562 -6.742
N -3.052 6.745 -6.127
C -2.572 6.819 -4.885
C -1.490 3.294 -4.217
C -0.707 2.428 -3.760
C 0.400 1.625 -3.334
C 1.140 1.932 -2.161
C 1.979 1.003 -1.599
C 2.008 -0.362 -2.117
C 1.725 -0.386 -3.552
C 0.883 0.537 -4.102
Sr -2.828 1.969 -2.694
P 3.434 -1.397 -1.483
H -2.748 3.444 -6.723
H -1.728 5.794 -3.180
H -3.542 5.547 -7.758
H -2.503 7.810 -4.416
H 0.530 0.419 -5.132
H 0.967 2.917 -1.722
H 2.063 -1.245 -4.143
H 2.585 1.243 -0.728
C 3.024 -2.367 0.034
C 2.858 -3.853 -0.213
H 2.069 -1.923 0.389
H 3.781 -2.172 0.810
H 2.150 -4.271 0.512
H 2.479 -4.057 -1.221
H 3.811 -4.392 -0.092
C 4.005 -2.457 -2.836
C 4.955 -1.830 -3.855
H 3.101 -2.840 -3.328
H 4.483 -3.322 -2.353
H 5.281 -2.608 -4.554
H 4.470 -1.058 -4.459
H 5.851 -1.404 -3.391
C 4.859 -0.402 -0.953
C 5.989 -1.274 -0.401
H 4.484 0.306 -0.198
H 5.188 0.188 -1.821
H 6.761 -0.633 0.035
H 5.643 -1.945 0.393
H 6.460 -1.880 -1.184
Br 0.352 -1.622 -1.282
P -3.123 -1.499 -3.848
C -1.417 -2.148 -4.058
C -1.276 -3.663 -3.922
H -0.833 -1.682 -3.240
H -0.989 -1.803 -5.011
H -0.218 -3.940 -4.005
H -1.639 -4.029 -2.954
H -1.815 -4.179 -4.726
C -3.287 -1.481 -2.018
C -4.656 -2.065 -1.627
H -3.128 -0.492 -1.546
H -2.485 -2.109 -1.598
H -4.773 -2.100 -0.539
H -5.486 -1.468 -2.026
H -4.789 -3.092 -1.994
C -2.942 0.127 -4.684
C -3.000 0.031 -6.213
H -1.969 0.592 -4.395
H -3.844 0.717 -4.385
H -3.142 1.043 -6.620
H -2.074 -0.385 -6.631
H -3.861 -0.582 -6.516
S -2.014 2.875 -0.100
C -1.125 2.031 1.104
N 0.223 1.981 1.256
C 0.645 1.118 2.357
C -0.680 0.746 3.025
N -1.655 1.308 2.112
H 0.869 2.364 0.573
H 1.311 1.664 3.036
H 1.164 0.216 1.995
H -0.745 1.183 4.027
H -0.822 -0.333 3.102
H -2.664 1.247 2.244
*
```